ORCA calculation (ωB97M-V with the def2-TZVPD basis set) on a single C2H6N2O2 molecule at a distorted geometry.

Results
* DFT total energy: -9239.1092 eV
* molecular weight: 90.08 g/mol
* expectation value of S²: 2.0075
* 2S+1: 3
* HOMO-LUMO gap (alpha / beta): 0.1859 / 0.2725 Ha

Atoms and positions in Å:
C  -0.09176  -0.02745  -0.18708
C  2.21207  -0.11714  0.36667
N  -2.56105  0.00759  -0.30237
N  -1.53332  0.45482  0.50753
O  -0.18656  -0.79392  -1.10536
O  0.88897  0.40434  0.49757
H  2.73718  0.79856  0.79480
H  2.42948  -0.37734  -0.66713
H  2.46817  -0.94840  0.98865
H  -2.60223  -0.95196  -0.05436
H  -2.20207  0.07788  -1.28794
H  -1.55888  1.47302  0.44902